This record from the OMol25 dataset describes a single CH3FINS molecule. The level of theory is ωB97M-V/def2-TZVPD.

Bonds (Å) are listed after each position.
Cartesian coordinates (Å):
1 C 1.146 0.360 0.090  N2 1.432, H6 1.092, H7 1.162, H8 1.000
2 N 0.118 -0.441 0.683  C1 1.432, S4 1.462
3 F -1.525 -1.743 -1.031  S4 1.743
4 S -1.240 -0.949 0.494  N2 1.462, F3 1.743, I5 2.526
5 I -2.668 1.053 -0.087  S4 2.526
6 H 1.557 1.080 0.800  C1 1.092
7 H 0.690 0.881 -0.843  C1 1.162
8 H 1.921 -0.241 -0.106  C1 1.000

Properties
- Electronic energy: -890.3454 Eh
- Relative energy (zero: lowest compared OMol25 entry of this formula, charge and spin): 15.4 kJ/mol
- Net charge: 0
- Largest force on an atom: 0.0923 Eh/bohr
- Multiplicity: 1
- Gap between HOMO and LUMO: 0.31990 hartree